Record 1
C3H5N3O | ωB97M-V/def2-TZVPD

ORCA input file:
```
! wB97M-V def2-TZVPD RIJCOSX def2/J DEFGRID3
* xyz 0 1
C -0.822 -0.007 -0.039
C -0.207 1.240 -0.089
C 1.450 -0.142 -0.157
H -2.684 0.060 -0.677
H -2.692 -0.383 0.901
H -0.694 2.119 -0.066
H 3.342 0.189 0.456
H 0.074 -1.920 -0.257
N -2.081 -0.597 0.051
N 1.299 1.074 -0.008
N 0.279 -0.971 -0.141
O 2.736 -0.661 0.026
*
```

## Properties
Relative energy (zero: lowest compared OMol25 entry of this formula, charge and spin) ... 64.3 kcal/mol
SMILES ... Nc1cnc(O)[nH]1

---

Record 2
C22H30N3O11P | ωB97M-V/def2-TZVPD

ORCA input file:
```
! wB97M-V def2-TZVPD RIJCOSX def2/J DEFGRID3
* xyz 0 1
N -7.145 0.259 -4.359
P -6.996 1.563 -3.511
C -5.638 1.593 -2.303
C -5.569 0.534 -1.395
C -4.559 0.432 -0.426
C -4.508 -0.701 0.564
C -4.974 -0.219 1.950
N -4.710 -1.229 2.977
C -3.574 1.416 -0.374
C -3.646 2.470 -1.261
C -4.650 2.568 -2.219
C -4.397 3.816 -2.999
O -4.875 4.159 -4.040
N -3.349 4.558 -2.322
C -2.749 3.646 -1.383
O -1.678 3.811 -0.870
H -6.450 -0.449 -4.165
H -6.812 2.725 -4.264
H -8.126 1.871 -2.727
H -6.325 -0.245 -1.428
H -5.156 -1.517 0.237
H -3.483 -1.067 0.610
H -6.039 0.019 1.886
H -4.448 0.718 2.166
H -4.033 -0.883 3.645
H -5.545 -1.398 3.523
H -2.771 1.363 0.352
H -3.762 5.364 -1.861
C 2.287 -2.521 0.169
C 0.802 -2.784 0.161
C -0.072 -1.564 -0.018
O -1.288 -1.952 0.632
C -0.963 -2.865 1.593
O -1.704 -3.239 2.438
O 0.321 -3.255 1.444
H 2.494 -1.496 0.484
H 2.792 -3.188 0.867
H 2.733 -2.646 -0.810
H 0.544 -3.551 -0.573
H -0.270 -1.305 -1.055
H 0.338 -0.697 0.508
C 8.265 -2.904 0.467
C 7.193 -2.335 -0.435
C 6.133 -1.491 0.234
O 5.008 -1.660 -0.648
C 5.145 -2.875 -1.237
O 4.303 -3.427 -1.875
O 6.371 -3.382 -1.002
H 7.911 -3.008 1.492
H 8.569 -3.887 0.111
H 9.139 -2.255 0.474
H 7.639 -1.793 -1.273
H 6.381 -0.437 0.312
H 5.857 -1.867 1.219
C 2.777 2.985 0.158
C 2.816 1.877 1.186
C 2.613 2.283 2.630
O 3.319 1.252 3.336
C 4.296 0.798 2.523
O 5.174 0.067 2.855
O 4.131 1.279 1.270
H 3.048 3.946 0.595
H 3.475 2.771 -0.649
H 1.778 3.076 -0.267
H 2.120 1.077 0.918
H 1.574 2.307 2.948
H 3.090 3.241 2.851
*
```

## Properties
SMILES ... N=[PH2]c1cc(CCN)cc2c1C(=O)NC2=O.C[C@@H]1COC(=O)O1.C[C@@H]1COC(=O)O1.C[C@@H]1COC(=O)O1

---

Record 3
CH3Br3N | ωB97M-V/def2-TZVPD

ORCA input file:
```
! wB97M-V def2-TZVPD RIJCOSX def2/J DEFGRID3
* xyz 1 1
C 2.343 -0.072 -0.641
N 0.183 -0.207 -0.148
Br 2.064 -1.126 -2.308
Br 3.052 -0.927 0.790
Br 2.715 1.635 -0.852
H -0.183 -0.432 -1.032
H 0.223 -0.965 0.502
H 0.130 0.733 0.219
*
```

## Properties
Relative energy (zero: lowest compared OMol25 entry of this formula, charge and spin) ... 30.3 kcal/mol

---

Record 4
C6H8N2O2 | ωB97M-V/def2-TZVPD

ORCA input file:
```
! wB97M-V def2-TZVPD RIJCOSX def2/J DEFGRID3
* xyz 0 1
O 1.999 1.435 1.378
C 1.510 0.823 0.445
N -0.389 1.631 0.239
C -1.163 0.442 0.036
C -0.861 -0.316 -1.215
C -0.285 -0.810 0.099
N 1.055 -0.446 0.426
C -0.814 -2.027 0.679
C -1.227 -3.082 1.109
H -0.875 2.398 0.685
H -2.159 0.373 0.476
H -1.672 -0.889 -1.663
H -0.153 0.134 -1.912
H 1.691 -1.151 0.783
H -1.523 -4.081 1.374
H 0.435 1.968 -0.799
O 1.933 1.414 -1.133
H 2.498 2.184 -1.007
*
```

## Properties
Relative energy (zero: lowest compared OMol25 entry of this formula, charge and spin) ... 139.8 kcal/mol

---

Record 5
C4H9N | ωB97M-V/def2-TZVPD

ORCA input file:
```
! wB97M-V def2-TZVPD RIJCOSX def2/J DEFGRID3
* xyz 0 1
N -0.428 1.220 -0.358
C 0.519 0.959 0.712
C 0.407 -0.548 0.952
C 0.311 -0.999 -0.492
C -0.810 -0.046 -0.957
H -1.184 1.849 -0.141
H 0.379 1.500 1.646
H 1.553 1.100 0.382
H -0.507 -0.897 1.424
H 1.265 -0.959 1.481
H 0.054 -2.019 -0.786
H 1.132 -0.684 -1.145
H -1.792 -0.448 -0.671
H -0.899 -0.028 -2.048
*
```

## Properties
Relative energy (zero: lowest compared OMol25 entry of this formula, charge and spin) ... 8.7 kcal/mol
SMILES ... C1CCNC1

---

Record 6
C14H17Cu2N2O | ωB97M-V/def2-TZVPD

ORCA input file:
```
! wB97M-V def2-TZVPD RIJCOSX def2/J DEFGRID3
* xyz 1 1
Cu -0.284 -3.568 -1.580
Cu -3.245 -3.750 1.410
O -0.747 -1.975 1.054
H -0.205 -1.162 1.067
N 0.885 1.871 0.803
C 1.000 2.979 1.578
C 2.065 3.770 1.084
C 2.655 3.059 0.108
C 1.911 1.839 -0.049
H 0.260 1.089 0.940
H 0.191 3.238 2.246
H 2.067 4.777 1.473
H 3.528 3.237 -0.502
H 1.925 1.092 -0.829
N 2.329 -4.927 1.257
C 2.750 -6.209 1.579
C 4.122 -6.241 1.722
C 4.590 -4.986 1.390
C 3.462 -4.123 1.046
H 1.402 -4.525 1.261
H 2.010 -6.976 1.753
H 4.670 -7.155 1.897
H 5.646 -4.778 1.307
H 3.485 -3.072 0.796
C -3.671 2.701 -0.535
C -3.449 1.787 -1.512
C -3.813 2.044 -2.794
C -4.132 3.322 -3.250
C -4.197 4.376 -2.342
C -4.023 4.045 -0.980
H -3.465 2.459 0.497
H -3.051 0.849 -1.154
H -3.733 1.248 -3.520
H -4.279 3.518 -4.302
H -4.476 5.355 -2.704
H -4.181 4.791 -0.215
*
```

## Properties
Relative energy (zero: lowest compared OMol25 entry of this formula, charge and spin) ... 144.3 kcal/mol

---

For reference, calculated total energy by record: -9707.796 -59582.309 -212693.702 -13421.310 -5783.436 -109085.529 eV.